# 1
108
Properties=species:S:1:pos:R:3 method="wB97M-V/def2-TZVPD" homo_energy_ev=-11.321 fmax_ha_per_bohr=0.069 total_charge=+1 orbital_gap_ev=9.6193
Zr -2.55 0.66 -0.95
C -5.16 -0.70 1.24
C -5.40 0.56 0.48
O -4.38 0.89 -0.45
H -4.45 -0.64 2.03
H -4.75 -1.45 0.47
H -6.16 -1.01 1.63
H -5.50 1.54 1.04
H -6.35 0.49 -0.10
C -0.46 4.01 -2.54
C -0.44 2.50 -2.72
O -1.39 2.00 -1.76
H 0.19 4.35 -1.68
H -1.54 4.32 -2.41
H -0.05 4.46 -3.39
H 0.51 1.98 -2.62
H -0.86 2.31 -3.72
I -2.04 -2.12 -0.67
C -5.36 -0.07 -4.05
C -4.02 -0.65 -3.85
O -3.18 0.36 -3.21
H -6.11 -0.59 -4.72
H -5.32 0.82 -4.67
H -5.92 0.23 -3.15
H -3.44 -0.93 -4.76
H -4.09 -1.53 -3.18
H -2.71 0.95 -3.93
C -0.89 0.44 -7.30
C -0.88 0.55 -5.83
O -2.05 1.36 -5.44
H -0.12 -0.13 -7.75
H -0.74 1.38 -7.80
H -1.79 0.13 -7.64
H 0.09 0.98 -5.45
H -0.91 -0.48 -5.37
H -2.05 2.21 -5.90
C 1.07 1.02 3.82
C 0.46 -0.06 2.92
O 0.30 0.50 1.61
H 2.06 1.14 3.38
H 1.09 0.70 4.88
H 0.55 1.91 3.59
H -0.51 -0.44 3.21
H 1.21 -0.88 2.81
H 1.17 0.73 1.22
C -2.81 3.29 1.53
C -2.46 1.92 2.03
O -1.85 1.11 0.95
H -3.71 3.23 0.81
H -2.01 3.70 1.00
H -2.99 3.96 2.37
H -3.26 1.29 2.42
H -1.70 1.93 2.81
H -0.82 0.85 1.25
C 4.39 -0.73 5.89
C 3.07 -1.36 6.23
O 2.44 -1.81 4.96
H 5.02 -1.39 5.27
H 4.96 -0.53 6.83
H 4.27 0.23 5.40
H 2.44 -0.64 6.73
H 3.17 -2.21 6.91
H 1.63 -2.31 5.20
C 1.11 -3.98 -3.34
C 1.04 -2.65 -4.14
O 2.21 -1.80 -3.91
H 0.34 -4.51 -3.78
H 0.96 -3.84 -2.28
H 2.03 -4.54 -3.54
H 0.12 -2.20 -3.74
H 0.87 -2.69 -5.25
H 2.93 -2.38 -3.46
C 4.14 3.45 1.68
C 3.11 2.82 0.69
O 2.90 1.37 0.98
H 3.93 3.17 2.71
H 4.16 4.51 1.53
H 5.14 3.16 1.30
H 3.36 3.01 -0.33
H 2.18 3.21 1.06
H 3.58 0.79 0.63
C -1.33 -3.28 7.09
C -0.86 -3.66 5.68
O 0.60 -3.73 5.61
H -0.80 -3.84 7.86
H -2.38 -3.60 7.10
H -1.16 -2.25 7.24
H -1.08 -2.87 4.94
H -1.37 -4.56 5.28
H 0.85 -4.47 6.25
C 1.67 -2.84 0.46
C 1.83 -3.11 1.98
O 0.55 -3.39 2.53
H 1.15 -1.86 0.33
H 1.08 -3.62 0.00
H 2.67 -2.87 -0.07
H 2.17 -2.14 2.39
H 2.61 -3.84 2.19
H 0.68 -3.62 3.44
C 3.59 3.08 -3.86
C 3.81 1.57 -3.70
O 2.72 0.92 -2.88
H 3.65 3.59 -2.91
H 2.59 3.18 -4.27
H 4.35 3.60 -4.46
H 4.74 1.35 -3.11
H 3.96 1.09 -4.65
H 2.65 0.00 -3.20

# 2
114
Properties=species:S:1:pos:R:3 method="wB97M-V/def2-TZVPD" smiles="NC(N)=O.NC(N)=O.NC(N)=O.CC(C)O.CC(C)O.CC(C)O.CC(C)O.CC(C)O.CC(C)O.CO.CO.CO" de_lowest_kcal_mol=256.8 homo_energy_ev=-8.444 fmax_ha_per_bohr=0.245 orbital_gap_ev=8.5377
C -2.10 3.56 -0.93
O -2.12 4.23 -2.15
H -1.95 4.29 -0.12
H -1.30 2.84 -0.90
H -3.02 2.96 -0.78
H -1.49 4.91 -2.20
C -1.85 1.63 -4.83
O -1.96 1.70 -3.47
H -1.13 2.40 -5.15
H -2.76 1.84 -5.34
H -1.33 0.67 -5.06
H -2.28 2.57 -3.19
C 2.32 0.31 -4.87
O 1.17 -0.26 -4.30
H 1.95 1.16 -5.52
H 2.88 -0.40 -5.49
H 3.01 0.66 -4.15
H 0.79 0.44 -3.71
C 2.15 -1.41 2.11
O 2.66 -2.63 2.28
N 1.88 -1.00 0.89
N 1.73 -0.53 2.97
H 1.59 -1.85 0.27
H 1.25 -0.26 0.76
H 2.00 -0.85 3.94
H 1.62 0.48 2.83
C -2.01 -0.53 3.10
O -3.30 -1.02 2.96
N -1.67 0.71 3.59
N -1.00 -1.17 2.61
H -2.40 1.36 3.82
H -0.76 1.14 3.41
H -1.27 -2.10 2.27
H -0.02 -1.04 2.82
C 1.56 2.18 -2.36
O 2.83 2.69 -2.68
N 1.34 1.43 -1.34
N 0.64 2.46 -3.21
H 2.21 1.23 -0.83
H 0.43 1.04 -1.07
H 0.92 3.05 -4.06
H -0.31 2.13 -3.28
C 1.96 3.15 1.67
C 0.93 3.13 2.75
C -0.47 3.17 2.13
O 1.04 2.21 3.58
H 2.99 3.05 2.14
H 1.87 4.06 1.10
H 1.90 2.34 0.91
H 1.00 4.07 3.37
H -0.82 2.34 1.58
H -0.48 4.00 1.41
H -1.32 3.32 2.88
H 1.82 2.42 4.13
C -0.70 -1.20 -1.54
C -1.34 -0.16 -0.71
C -2.74 -0.49 -0.25
O -0.62 0.15 0.24
H -1.17 -1.29 -2.53
H -0.70 -2.10 -1.06
H 0.37 -1.06 -1.70
H -1.40 0.69 -1.35
H -3.18 0.26 0.26
H -2.74 -1.38 0.41
H -3.42 -0.50 -1.09
H -0.86 -0.44 0.97
C 5.84 0.17 -1.11
C 4.35 0.34 -1.13
C 3.76 -0.85 -1.82
O 3.75 0.55 -0.07
H 6.06 -0.70 -0.64
H 6.26 0.87 -0.50
H 6.37 0.26 -2.04
H 4.27 1.28 -1.74
H 2.69 -0.74 -2.05
H 3.76 -1.76 -1.22
H 4.22 -0.92 -2.72
H 3.23 -0.21 0.26
C -5.37 3.92 3.79
C -4.54 2.76 3.27
C -3.81 3.12 1.95
O -3.71 2.45 4.12
H -4.82 4.88 3.80
H -5.97 3.75 4.71
H -6.12 4.19 3.15
H -5.20 1.81 3.10
H -3.18 4.00 2.04
H -4.50 3.43 1.16
H -3.19 2.27 1.71
H -4.15 1.97 4.87
C 1.10 -4.15 -2.35
C 1.85 -4.52 -1.12
C 3.36 -4.89 -1.37
O 1.77 -3.61 -0.27
H 1.44 -4.71 -3.20
H 1.28 -3.11 -2.55
H 0.03 -4.38 -2.29
H 1.33 -5.35 -0.64
H 3.87 -5.23 -0.46
H 3.83 -3.93 -1.67
H 3.44 -5.73 -2.07
H 2.47 -3.73 0.40
C -0.90 -5.66 1.02
C -1.55 -4.27 0.99
C -2.53 -3.90 2.07
O -0.68 -3.37 1.09
H -0.06 -5.65 1.67
H -0.66 -5.95 0.00
H -1.70 -6.32 1.46
H -2.04 -4.18 0.00
H -3.16 -3.11 1.68
H -2.12 -3.57 3.07
H -3.20 -4.76 2.31
H 0.01 -3.51 0.48

# 3
116
Properties=species:S:1:pos:R:3 method="wB97M-V/def2-TZVPD" smiles="NC(N)=O.NC(N)=O.NC(N)=O.NC(N)=O.CC(C)O.CC(C)O.CC(C)O.CC(C)O.CC(C)O.CC(C)O.CO.CO" de_lowest_kcal_mol=286.9 homo_energy_ev=-8.779 fmax_ha_per_bohr=0.215 orbital_gap_ev=8.3917
C 13.39 -17.71 2.56
O 14.35 -16.86 3.20
H 13.50 -17.73 1.49
H 12.45 -17.33 2.77
H 13.57 -18.75 2.87
H 15.27 -17.19 3.21
C 17.38 -16.79 -1.46
O 18.36 -17.06 -0.55
H 17.12 -17.67 -2.15
H 17.55 -15.95 -2.16
H 16.37 -16.58 -1.04
H 19.13 -17.36 -1.00
C 20.93 -16.97 4.52
O 22.22 -16.96 5.08
N 19.84 -16.71 5.19
N 20.79 -16.77 3.26
H 18.92 -16.56 4.67
H 19.93 -16.45 6.17
H 21.61 -16.81 2.65
H 19.84 -16.74 2.81
C 17.58 -17.05 2.85
O 17.09 -18.25 2.45
N 17.46 -16.60 3.99
N 18.36 -16.31 2.13
H 16.93 -17.28 4.60
H 17.42 -15.60 4.21
H 18.41 -16.64 1.11
H 18.79 -15.41 2.48
C 15.15 -18.96 5.35
O 13.97 -18.69 6.09
N 15.19 -19.77 4.33
N 16.32 -18.42 5.70
H 14.30 -20.14 4.01
H 16.02 -19.78 3.68
H 16.40 -17.86 6.62
H 17.17 -18.89 5.40
C 18.98 -13.50 3.70
O 18.19 -14.07 4.68
N 19.83 -14.14 3.01
N 18.69 -12.29 3.32
H 20.24 -15.08 3.37
H 20.32 -13.69 2.22
H 17.94 -11.77 3.79
H 19.02 -12.05 2.41
C 15.73 -19.31 -0.31
C 15.34 -20.26 0.82
C 13.89 -20.82 0.65
O 16.10 -21.28 0.81
H 14.99 -18.44 -0.28
H 15.80 -19.88 -1.23
H 16.64 -18.83 -0.03
H 15.37 -19.69 1.73
H 13.66 -21.29 1.63
H 13.76 -21.52 -0.16
H 13.19 -19.96 0.52
H 15.85 -21.80 1.65
C 19.41 -20.03 0.05
C 19.90 -20.67 -1.33
C 19.13 -21.95 -1.59
O 19.74 -19.94 -2.30
H 19.61 -20.75 0.92
H 18.36 -19.79 0.19
H 19.95 -19.05 0.26
H 20.91 -20.95 -1.31
H 19.43 -22.68 -0.88
H 19.17 -22.47 -2.64
H 18.11 -21.69 -1.19
H 20.07 -19.09 -1.98
C 13.85 -13.93 7.89
C 13.95 -15.17 7.05
C 14.99 -15.01 5.95
O 14.33 -16.24 7.66
H 14.10 -13.10 7.26
H 14.58 -13.98 8.70
H 12.90 -13.66 8.34
H 13.04 -15.37 6.53
H 15.11 -15.85 5.24
H 15.93 -14.64 6.32
H 14.82 -14.22 5.26
H 14.04 -17.04 7.17
C 20.38 -13.88 -0.12
C 20.12 -12.44 0.20
C 18.64 -12.03 0.10
O 20.56 -12.19 1.33
H 21.45 -14.09 -0.04
H 20.30 -13.90 -1.21
H 19.72 -14.50 0.44
H 20.71 -11.87 -0.53
H 18.08 -12.48 0.88
H 18.21 -12.34 -0.86
H 18.62 -10.93 0.04
H 21.49 -12.01 1.31
C 20.57 -20.61 4.22
C 19.17 -20.22 3.93
C 18.29 -21.41 3.64
O 18.73 -19.51 4.86
H 21.28 -19.74 4.28
H 20.82 -21.10 3.31
H 20.75 -21.36 5.00
H 19.24 -19.71 2.94
H 17.36 -21.16 3.13
H 17.88 -21.97 4.49
H 18.84 -22.19 3.20
H 19.31 -18.70 4.98
C 15.76 -13.92 -0.31
C 15.55 -14.87 0.91
C 16.06 -14.10 2.14
O 14.36 -15.12 1.19
H 15.01 -13.28 -0.65
H 15.80 -14.64 -1.12
H 16.62 -13.29 -0.25
H 16.27 -15.72 0.88
H 15.73 -13.10 1.99
H 17.17 -14.04 1.99
H 15.85 -14.59 3.07
H 14.37 -15.67 1.96

# 4
120
Properties=species:S:1:pos:R:3 method="wB97M-V/def2-TZVPD" de_lowest_kcal_mol=149.3 homo_energy_ev=-8.890 fmax_ha_per_bohr=0.096 orbital_gap_ev=8.8610
C 6.21 -3.25 -3.89
S 5.22 -1.69 -4.15
O 4.78 -1.19 -2.77
C 6.57 -0.60 -4.81
H 6.82 -3.35 -4.79
H 5.49 -4.06 -3.84
H 6.82 -3.20 -2.98
H 6.35 0.34 -4.30
H 6.63 -0.43 -5.89
H 7.51 -0.88 -4.33
C 7.83 7.06 -1.91
S 6.59 7.77 -0.88
O 5.53 8.19 -1.99
C 5.91 6.27 -0.08
H 8.55 6.69 -1.18
H 8.30 7.74 -2.61
H 7.51 6.17 -2.45
H 6.63 5.86 0.62
H 5.59 5.47 -0.75
H 4.99 6.50 0.45
C -1.72 9.61 5.93
S -2.65 8.28 6.81
O -3.76 7.82 5.86
C -1.29 7.04 6.82
H -0.67 9.67 6.20
H -2.20 10.58 6.08
H -1.83 9.42 4.86
H -1.61 6.01 7.00
H -0.38 7.44 7.26
H -0.81 6.95 5.85
C 0.74 -2.33 10.75
S 1.44 -3.89 11.52
O 0.71 -5.09 10.93
C 3.06 -3.81 10.54
H 0.53 -1.60 11.52
H -0.11 -2.85 10.31
H 1.27 -1.90 9.90
H 2.77 -3.99 9.51
H 3.66 -4.62 10.95
H 3.37 -2.77 10.60
C -5.42 -4.37 8.32
S -6.19 -3.90 6.75
O -7.63 -3.54 6.94
C -5.52 -2.17 6.66
H -5.62 -3.64 9.10
H -4.35 -4.55 8.20
H -5.94 -5.29 8.59
H -5.92 -1.69 7.54
H -5.86 -1.62 5.79
H -4.45 -1.98 6.76
C -5.55 -5.76 -2.77
S -4.80 -6.94 -4.07
O -5.33 -8.36 -3.86
C -6.00 -6.43 -5.40
H -6.30 -6.29 -2.19
H -5.66 -4.78 -3.24
H -4.82 -5.61 -1.97
H -5.55 -6.66 -6.37
H -6.28 -5.39 -5.26
H -6.97 -6.91 -5.43
C 0.23 -4.82 1.94
S 0.61 -5.67 3.56
O 0.40 -4.63 4.63
C -0.76 -6.82 3.62
H 0.07 -3.77 2.14
H -0.73 -4.98 1.45
H 1.08 -5.01 1.27
H -1.66 -6.21 3.67
H -0.69 -7.29 4.61
H -0.92 -7.46 2.76
C -9.98 1.46 -7.32
S -10.03 3.24 -7.14
O -9.94 4.01 -8.49
C -8.32 3.38 -6.48
H -9.13 1.27 -7.97
H -10.93 1.21 -7.78
H -9.66 1.05 -6.36
H -7.56 2.87 -7.08
H -8.32 2.79 -5.56
H -8.40 4.45 -6.32
C -0.35 1.58 2.15
S -2.04 1.56 1.54
O -2.49 0.08 1.31
C -1.56 1.94 -0.24
H -0.07 2.60 2.40
H 0.41 1.13 1.52
H -0.27 1.04 3.10
H -2.32 1.73 -0.99
H -0.89 1.13 -0.52
H -0.91 2.82 -0.26
C 1.74 5.57 -6.29
S 0.48 5.97 -7.60
O -0.86 6.22 -6.91
C 1.13 7.60 -8.10
H 1.42 4.77 -5.63
H 1.88 6.31 -5.50
H 2.61 5.23 -6.84
H 2.20 7.70 -8.27
H 0.79 8.35 -7.39
H 0.56 7.89 -8.99
C -0.47 -1.26 -7.56
S 0.34 -1.32 -9.18
O 1.62 -0.63 -8.86
C 0.70 -3.11 -9.13
H 0.32 -1.43 -6.82
H -1.09 -2.15 -7.58
H -1.00 -0.34 -7.34
H 1.01 -3.39 -8.12
H 1.46 -3.18 -9.90
H -0.17 -3.63 -9.53
C 7.83 -4.63 3.66
S 7.29 -3.23 4.70
O 8.55 -2.51 5.10
C 6.85 -2.26 3.26
H 8.38 -4.11 2.88
H 7.04 -5.01 3.02
H 8.34 -5.44 4.18
H 6.59 -1.23 3.48
H 5.84 -2.57 2.99
H 7.53 -2.33 2.41

| no. | E_tot (eV) |
| --- | --- |
| 1 | -59970.0217 |
| 2 | -59558.2788 |
| 3 | -62537.4314 |
| 4 | -180631.8815 |